C5H11NO2 | ωB97M-V with the def2-TZVPD basis set

Each line ends with the Mulliken charge.
Geometry (Å):
C  0.91188  -1.03847  -0.30248  1.29
C  0.11601  2.37587  -0.11414  -0.83
C  1.16914  -0.97323  1.16987  -1.31
N  -1.90912  -0.27908  0.66857  -0.34
C  -0.31147  -1.30901  -0.91317  -0.90
C  -1.51751  -0.73554  -0.54111  0.07
O  0.12287  1.09026  -0.57313  -0.54
O  2.05632  -1.25276  -0.98405  -0.49
H  1.88517  -1.19276  -1.93344  0.34
H  -2.79728  0.19547  0.70412  0.25
H  -1.18622  0.10410  1.25902  0.19
H  -0.27124  -1.66134  -1.93706  0.20
H  -2.31837  -0.78217  -1.26979  0.34
H  0.06857  3.15417  -0.90064  0.23
H  -0.77533  2.57010  0.53403  0.22
H  1.00467  2.59137  0.52155  0.25
H  0.31381  -1.30190  1.75617  0.34
H  1.41753  0.05408  1.44207  0.24
H  2.02058  -1.60916  1.41361  0.45

## Properties
Multiplicity: 1
HOMO-LUMO gap (eV): 7.8297
Energy relative to the best compared isomer or geometry (same formula, charge and spin) (kcal per mole): 92.25
DFT total energy (a.u.): -402.23114
E_HOMO (eV): -7.50